No. 1
25
Properties=species:S:1:pos:R:3 method="wB97M-V/def2-TZVPD" max_force_ha_per_bohr=0.07216 smiles=Nc1[nH]cc[n+]1Cc1cc(O)nc(O)n1 lumo_ev=-2.75 charge=+1
N 0.973 -1.690 2.047
C 1.126 -0.265 1.933
N 2.308 0.515 2.030
C 2.050 1.815 1.614
C 0.770 1.843 1.269
N 0.190 0.588 1.633
C -1.207 0.250 1.259
C -1.098 -0.054 -0.255
C -0.971 0.875 -1.227
C -0.918 0.407 -2.475
O -0.781 1.283 -3.463
N -0.785 -0.840 -2.816
C -0.990 -1.706 -1.816
O -1.004 -2.978 -2.210
N -1.058 -1.334 -0.548
H 1.775 -2.258 1.845
H 0.067 -1.998 1.589
H 3.238 0.129 2.351
H 2.830 2.521 1.513
H 0.186 2.656 0.908
H -1.882 1.072 1.464
H -1.420 -0.639 1.786
H -1.051 1.888 -0.995
H -1.082 0.904 -4.325
H -1.266 -2.985 -3.109


No. 2
21
Properties=species:S:1:pos:R:3 method="wB97M-V/def2-TZVPD" max_force_ha_per_bohr=0.06247 smiles="C/[NH+]=C/Oc1ccccc1O" lumo_ev=-3.62 charge=+1
C 3.226 -0.258 -1.054
N 1.986 0.070 -0.398
C 1.756 0.931 0.524
O 0.574 1.205 1.069
C -0.546 0.552 0.521
C -1.373 1.405 -0.241
C -2.647 0.940 -0.587
C -2.969 -0.303 -0.164
C -2.191 -1.147 0.575
C -0.907 -0.718 1.016
O 0.047 -1.482 1.582
H 4.077 0.059 -0.410
H 3.488 -1.329 -1.315
H 3.084 0.280 -2.012
H 1.075 -0.354 -0.712
H 2.511 1.607 0.872
H -0.908 2.294 -0.448
H -3.427 1.325 -1.238
H -3.966 -0.628 -0.281
H -2.604 -2.112 0.869
H -0.286 -2.338 1.831


No. 3
22
Properties=species:S:1:pos:R:3 method="wB97M-V/def2-TZVPD" max_force_ha_per_bohr=0.09478 lumo_ev=3.75 charge=-1
C -0.071 0.169 -0.122
C 0.078 -0.268 -1.406
C 1.618 1.996 0.213
C 2.187 0.882 -1.878
C -0.580 -1.344 -2.132
C 0.021 -1.028 1.909
C -1.719 0.781 1.606
C -0.958 -0.377 0.946
N 2.303 1.712 -0.772
O 1.412 2.665 1.207
O 3.116 0.930 -2.645
O 1.009 0.419 -2.282
H -1.652 -1.317 -1.984
H -0.001 -2.420 -1.946
H -0.227 -1.132 -3.117
H 0.536 -1.847 1.440
H -0.462 -1.436 2.747
H 0.820 -0.255 2.236
H -2.602 0.254 2.069
H -2.005 1.559 0.933
H -1.159 1.172 2.370
H -1.665 -1.115 0.610


No. 4
23
Properties=species:S:1:pos:R:3 method="wB97M-V/def2-TZVPD" max_force_ha_per_bohr=0.05878 lumo_ev=6.19 charge=-2
C 1.883 -2.243 -1.975
C 0.691 -2.648 -1.325
C 2.403 -0.965 -1.561
C -0.022 -1.877 -0.436
C 1.782 -0.294 -0.551
C 0.468 -0.557 -0.015
C -2.526 1.257 -0.501
C 0.031 0.286 0.969
N -2.970 1.940 0.483
O -4.146 2.240 0.916
O -0.893 2.648 1.938
O 1.138 1.548 2.963
P 0.454 2.012 1.448
H 2.538 -2.903 -2.458
H 0.174 -3.652 -1.402
H 3.414 -0.776 -2.018
H -0.989 -2.160 0.058
H 2.226 0.618 -0.097
H -1.454 1.154 -0.641
H -3.194 0.708 -1.220
H -0.964 -0.143 1.361
H -2.186 2.244 1.258
H 2.142 1.562 2.806


| no. | Kohn-Sham gap (eV) | HOMO energy (eV) |
| --- | --- | --- |
| 1 | 10.217 | -12.97 |
| 2 | 9.083 | -12.70 |
| 3 | 7.021 | -3.27 |
| 4 | 5.019 | 1.18 |